Record 1
{"formula": "H20O10Xe", "method": "wB97M-V/def2-TZVPD", "energy_ha": -1093.75322, "orbital_gap_ev": 10.167, "e_lumo_ha": -0.0161, "e_homo_ev": -10.61, "relative_energy_ev": 0.425, "elements": ["Xe", "O", "H", "H", "O", "H", "H", "O", "H", "H", "O", "H", "H", "O", "H", "H", "O", "H", "H", "O", "H", "H", "O", "H", "H", "O", "H", "H", "O", "H", "H"], "xyz": [[0.1093, 0.8474, -0.5335], [-1.5559, -1.8359, 2.4643], [-1.7945, -0.9857, 2.0949], [-1.5658, -1.6973, 3.4114], [-3.8764, 0.9032, -0.8568], [-4.5513, 1.5719, -0.9737], [-3.8239, 0.7784, 0.0908], [2.8952, 3.1698, 1.0673], [3.4951, 3.3904, 1.7799], [3.0147, 2.2292, 0.9355], [-2.1604, 1.1753, -3.1063], [-1.8514, 2.0725, -3.2319], [-2.6378, 1.1998, -2.2770], [-0.6067, -1.0847, -3.0272], [-1.1781, -0.3324, -2.8731], [0.1060, -0.7387, -3.5645], [1.4786, -1.2990, 2.6439], [0.5688, -1.2063, 2.3611], [1.5957, -0.6153, 3.3035], [1.0752, -2.8004, -1.8163], [0.5556, -2.1694, -2.3143], [0.5360, -3.0055, -1.0524], [3.6145, 0.4212, 1.0578], [3.6010, 0.1675, 0.1349], [3.0449, -0.2152, 1.4899], [-2.6356, 0.7864, 2.1349], [-2.1535, 1.5411, 2.4729], [-3.4007, 0.7151, 2.7057], [3.0238, -0.7872, -1.4356], [2.5986, -1.4262, -0.8636], [2.4791, -0.7698, -2.2226]]}

---

Record 2
{"formula": "H21O10", "method": "wB97M-V/def2-TZVPD", "charge": 1, "energy_ha": -764.65210, "orbital_gap_ev": 10.619, "e_lumo_ha": -0.1198, "e_homo_ev": -13.88, "relative_energy_ev": 3.585, "elements": ["O", "H", "H", "O", "H", "H", "O", "H", "H", "O", "H", "H", "O", "H", "H", "O", "H", "H", "O", "H", "H", "O", "H", "H", "O", "H", "O", "H", "H", "H", "H"], "xyz": [[1.9164, -0.7932, 0.6862], [2.5435, -0.5638, -1.6382], [-0.8272, 3.0886, -3.1224], [-2.4314, 0.4636, -1.5023], [1.7028, 1.3846, 2.7204], [-2.1592, -0.3473, -1.9144], [-1.0917, 2.1972, -2.8545], [-1.3393, -2.1951, 1.7634], [2.1273, 2.7195, -0.7861], [-2.3645, 0.0300, 2.6136], [-3.1170, 0.5696, 2.3633], [1.9776, -1.4750, 1.3435], [2.6048, -0.7538, -2.5868], [-2.0802, 1.3534, -1.6976], [-2.6603, -0.8153, 3.0434], [-0.8561, 0.2354, 0.7776], [-0.1343, 0.8965, 0.6451], [-0.5311, -0.4587, 0.0249], [0.8680, 1.8266, 2.5422], [1.6706, 2.4005, -2.2894], [0.7929, 2.4482, 3.3627], [1.6612, 2.1392, -1.3818], [1.7155, -1.0895, -2.6722], [2.7595, -0.3552, 0.7373], [1.0446, -3.4194, 0.7146], [-0.6423, 0.0200, 1.7545], [-1.4564, -2.0125, 0.8332], [-2.1796, -2.6021, 0.6321], [1.5427, -4.0727, 0.1908], [-1.5778, 1.9175, -3.6429], [1.2812, -2.5192, 0.6094]]}

---

Record 3
{"formula": "H21O14P", "method": "wB97M-V/def2-TZVPD", "charge": -2, "energy_ha": -1407.39274, "orbital_gap_ev": 2.884, "e_lumo_ha": 0.1378, "e_homo_ev": 0.86, "elements": ["O", "H", "H", "H", "P", "O", "O", "O", "O", "O", "H", "H", "O", "H", "H", "O", "H", "H", "O", "H", "H", "O", "H", "H", "O", "H", "H", "O", "H", "H", "O", "H", "H", "O", "H", "H"], "xyz": [[-0.2113, -0.0888, 1.0350], [-0.8494, -0.7881, 0.8758], [-0.5761, 0.7296, 1.3798], [0.3208, 0.1389, 0.2691], [0.8402, 2.1838, -1.7712], [0.8863, 0.8338, -0.9155], [1.1249, 3.4005, -0.8998], [-0.6187, 2.4203, -2.2924], [1.8913, 2.1467, -2.9324], [-0.3560, -3.1032, -0.0375], [-0.0565, -2.7686, -0.8828], [-1.2913, -3.2648, -0.1611], [2.0090, 2.1973, 1.3039], [1.6482, 2.5137, 0.4757], [2.9561, 2.2960, 1.2063], [-1.8250, -1.4761, -1.8725], [-0.9419, -1.1354, -2.0146], [-2.3588, -0.6986, -1.7091], [-2.4452, -1.3883, 1.6135], [-2.6119, -2.0298, 2.3041], [-3.3155, -1.1388, 1.3026], [1.0838, -1.6177, -1.9021], [2.0152, -1.8048, -2.0191], [1.0606, -0.7325, -1.5387], [3.5700, 0.5082, -0.2174], [2.6130, 0.5221, -0.2284], [3.8185, 1.3658, 0.1278], [1.0670, -3.1485, 2.1236], [0.5803, -3.0634, 1.3037], [0.6095, -3.8386, 2.6038], [-2.3290, 1.0570, -0.9526], [-1.7045, 1.5292, -1.5034], [-2.0656, 1.2673, -0.0567], [-1.3606, 2.0463, 1.7670], [-1.2404, 2.9930, 1.6923], [-1.9370, 1.9365, 2.5233]]}

---

Record 4
{"formula": "H22NO9", "method": "wB97M-V/def2-TZVPD", "charge": 1, "energy_ha": -744.75364, "orbital_gap_ev": 9.548, "e_lumo_ha": -0.1267, "e_homo_ev": -13.00, "relative_energy_ev": 5.503, "elements": ["N", "H", "H", "H", "H", "O", "H", "H", "O", "H", "H", "O", "H", "H", "O", "H", "H", "O", "H", "H", "O", "H", "H", "O", "H", "H", "O", "H", "H", "O", "H", "H"], "xyz": [[-36.8373, -26.2058, -4.3604], [-36.6573, -26.3932, -5.2453], [-36.5895, -25.3619, -3.9871], [-36.3589, -26.8644, -3.7571], [-37.8489, -26.3633, -4.2317], [-35.8965, -29.2479, -3.8339], [-36.7604, -29.7206, -3.6218], [-35.2052, -29.3277, -3.1464], [-36.3354, -25.6608, -0.5416], [-35.6387, -24.8616, -0.8380], [-37.0291, -25.7461, -1.2385], [-38.4895, -25.6804, -2.5676], [-38.8446, -24.9132, -3.0054], [-39.2054, -26.3282, -2.4542], [-40.1592, -27.2973, -6.2823], [-39.7928, -27.8810, -5.5941], [-39.4747, -27.3227, -7.0414], [-39.3168, -28.4926, -4.4298], [-39.2204, -29.5750, -4.2112], [-39.7904, -28.2469, -3.6731], [-37.1233, -23.7988, -6.1743], [-36.0529, -23.5835, -6.1489], [-37.2116, -24.1101, -6.9790], [-35.0512, -23.9136, -2.2978], [-35.3477, -22.9807, -2.5927], [-34.1434, -23.8875, -2.1909], [-38.8923, -23.7071, -4.6241], [-38.1516, -23.4710, -5.3095], [-39.2951, -24.2853, -5.2326], [-36.1365, -27.7762, -7.1606], [-35.9946, -28.6846, -7.2587], [-36.0658, -27.3973, -8.1802]]}